Density functional theory data (the ωB97M-V functional and the def2-TZVPD basis) for a 2-piece molecular cluster, C2H10NOS overall at a distorted geometry.

XYZ file:
```
15
Properties=species:S:1:pos:R:3:mulliken_charge:R:1
C 0.288 -0.295 0.314 -0.497
C 1.729 0.059 0.866 -0.722
S 2.217 -1.340 2.035 -0.128
N -0.412 0.946 -0.226 -0.330
H 0.099 -1.098 -0.464 0.367
H -0.233 -0.699 1.211 0.373
H 2.699 0.155 0.215 0.366
H 1.577 1.005 1.430 0.332
H 2.269 -2.057 0.922 0.147
H -1.438 0.910 -0.327 0.335
H -0.311 1.818 0.306 0.378
H 0.126 1.217 -1.105 0.379
H -2.814 0.602 -1.952 0.344
H -3.300 -0.940 -1.553 0.358
O -2.496 -0.282 -1.672 -0.702
```

Output
E (eV): -16601.43714
E_HOMO (eV): -12.96
F_max (eV/Å): 3.33
Relative energy (zero: lowest compared OMol25 entry of this formula, charge and spin) (kJ/mol): 120.4
Charge: +1
LUMO energy (eV): -3.77